Density functional theory data (ωB97M-V/def2-TZVPD) for the molecule C8H9P at a distorted geometry.

E_HOMO (alpha / beta) in Ha: -0.2624 / -0.2761
Multiplicity: 1
ΔE to the lowest compared entry with this formula, charge and spin in kcal/mol: 109.6
Kohn-Sham gap (alpha / beta) in eV: 6.49 / 8.02

XYZ file:
```
18
Properties=species:S:1:pos:R:3:forces:R:3
C -1.4537 -0.4568 -1.6259 1.23 -0.76 1.52
C 0.3290 0.5286 2.1487 -0.66 -2.08 -0.16
C 0.9192 -0.0436 -1.2919 -0.94 -0.33 -4.07
C -1.8786 -0.4215 -0.3446 1.44 -1.48 -0.71
C -0.8043 -0.2410 2.1139 2.34 1.86 0.34
C 1.2290 0.3611 -0.1596 -0.44 -0.90 0.53
C -0.0919 -1.0729 -1.8676 0.20 -1.79 -1.11
C 1.4887 0.4144 1.1973 1.02 1.23 1.02
P -1.1964 -1.4973 0.9296 0.17 -0.36 -0.80
H -1.7718 0.2044 -2.3773 -0.77 0.85 -0.75
H 0.6463 1.1699 2.9540 -0.83 0.15 0.60
H 1.2166 0.5833 -2.1385 0.38 0.04 -0.12
H -2.4690 0.3082 0.0922 -1.67 1.43 0.12
H -1.4032 -0.1295 2.9756 -0.89 0.07 0.94
H -0.0055 -2.1330 -1.4029 0.05 1.87 -0.56
H 0.2032 -1.1573 -2.9827 -0.83 -0.07 1.71
H 1.9268 1.4512 1.2554 0.73 -0.91 0.74
H 2.2216 -0.4385 1.3376 -0.54 1.19 0.77
```
Forces are in eV/Å.

***

Density functional theory data (ωB97M-V/def2-TZVPD) for a cluster of 10 separate species, C90H190N10O10 in total at a distorted geometry.

E_HOMO in Ha: -0.2942
Multiplicity: 1
SMILES: CC1(C)CCCC(C)(C)N1O.CC1(C)CCCC(C)(C)N1O.CC1(C)CCCC(C)(C)N1O.CC1(C)CCCC(C)(C)N1O.CC1(C)CCCC(C)(C)N1O.CC1(C)CCCC(C)(C)N1O.CC1(C)CCCC(C)(C)N1O.CC1(C)CCCC(C)(C)N1O.CC1(C)CCCC(C)(C)N1O.CC1(C)CCCC(C)(C)N1O
ΔE to the lowest compared entry with this formula, charge and spin in kcal/mol: 80.8
Kohn-Sham gap in eV: 8.34

XYZ file:
```
300
Properties=species:S:1:pos:R:3:forces:R:3
C -22.6000 -29.2194 4.3522 0.48 1.78 0.08
C -22.5656 -29.5582 2.8785 -0.09 -3.00 -0.22
C -23.4447 -28.6563 2.0644 -0.97 0.57 -0.20
C -23.2368 -28.7615 0.5621 0.77 0.79 -0.52
C -21.7485 -28.5400 0.2674 -0.26 -0.65 -0.02
C -20.8123 -29.5460 0.9976 -0.06 1.22 -0.63
N -21.1549 -29.4844 2.4325 -0.42 0.92 -0.24
O -20.3836 -30.3908 3.2020 0.11 -0.09 -0.28
C -20.8739 -30.9011 0.2775 0.69 -0.58 1.36
C -19.3896 -28.9969 0.8264 0.20 -0.56 -0.30
C -23.0915 -31.0476 2.7123 0.74 0.88 0.13
H -22.0480 -28.2696 4.4098 0.01 0.01 0.27
H -22.0755 -29.8993 5.0175 -0.22 -0.34 -0.20
H -23.5917 -28.9608 4.7280 -0.17 -0.47 -0.10
H -24.4955 -28.8565 2.2938 0.07 -0.27 0.19
H -23.3243 -27.6246 2.4164 0.35 0.11 -0.38
H -23.7859 -27.9807 0.0276 -0.06 0.19 0.29
H -23.5742 -29.6514 0.0252 -0.07 -0.46 0.76
H -21.4809 -27.5141 0.5253 0.10 0.00 0.00
H -21.6099 -28.7051 -0.8038 0.31 0.27 -0.02
H -21.8733 -31.1251 -0.0830 0.13 -0.28 -0.13
H -20.0981 -31.0332 -0.4763 -0.37 0.56 -0.50
H -20.5143 -31.6304 1.0147 -0.63 -0.26 0.02
H -18.6512 -29.6539 1.2941 -0.04 0.11 0.25
H -19.1525 -29.0476 -0.2384 0.00 0.25 -0.04
H -19.2658 -27.9682 1.1630 -0.11 -0.05 0.20
H -22.6450 -31.6201 3.5235 -0.24 -0.26 -0.05
H -22.7258 -31.4592 1.7756 -0.26 -0.10 0.01
H -24.1792 -31.0803 2.7369 -0.01 -0.10 0.15
H -19.7350 -29.7976 3.5958 0.11 -0.20 0.19
C -31.5558 -26.2836 12.9790 0.10 0.61 0.53
C -30.6605 -27.3266 12.3067 -0.93 -0.31 -0.33
C -30.0052 -26.7715 11.0502 -0.58 1.15 -0.27
C -29.0108 -25.6459 11.3386 0.72 -1.58 -1.53
C -27.9373 -26.2050 12.2543 0.45 1.83 -0.02
C -28.3894 -27.0517 13.4695 -0.33 1.06 -1.84
N -29.5866 -27.8545 13.1617 0.45 -0.35 -1.86
O -30.0355 -28.6058 14.2502 -0.34 0.32 0.71
C -27.2290 -27.9955 13.7124 0.21 -0.30 2.09
C -28.5982 -25.9804 14.5425 -0.07 -1.51 2.33
C -31.6377 -28.4117 11.8186 0.22 -0.83 -0.22
H -30.9325 -25.5180 13.4423 -0.22 0.20 -0.12
H -32.2019 -26.6750 13.7679 0.31 -0.38 0.06
H -32.2562 -25.8193 12.2821 0.26 0.06 -0.23
H -29.5728 -27.5921 10.4746 0.50 0.03 0.27
H -30.7789 -26.3854 10.3777 -0.23 -0.01 0.22
H -29.4116 -24.6656 11.5917 -0.38 -0.27 0.48
H -28.4748 -25.4832 10.3953 -0.18 0.34 -0.07
H -27.4860 -25.2735 12.6294 0.19 -0.31 0.61
H -27.0713 -26.5529 11.6883 -0.52 -1.01 -0.13
H -26.3278 -27.3974 13.8701 0.15 -0.13 -0.20
H -27.3718 -28.5498 14.6502 -0.06 0.16 0.10
H -27.0543 -28.7909 12.9895 -0.23 0.46 -0.58
H -29.0864 -25.0263 14.3530 0.15 -0.11 -0.89
H -29.2150 -26.4400 15.3264 0.04 0.07 0.14
H -27.6369 -25.7976 15.0295 -0.06 0.23 -0.05
H -32.3236 -28.0472 11.0494 -0.22 0.67 0.52
H -32.1940 -28.8163 12.6636 -0.12 -0.12 -0.15
H -31.2062 -29.2306 11.2293 0.62 -0.10 0.60
H -29.8957 -29.5286 14.0107 0.09 0.09 -0.13
C -22.7219 -28.9752 8.1358 0.42 0.51 0.85
C -22.9843 -27.4648 8.3333 -0.14 -0.88 -0.64
C -24.3906 -27.2816 7.7638 -0.55 0.90 -1.03
C -25.0776 -25.9833 8.1811 -0.12 -1.76 -1.06
C -25.1188 -25.9153 9.6998 -0.31 1.18 -1.61
C -23.7412 -26.0263 10.3439 1.17 1.08 0.73
N -22.9848 -27.1335 9.7568 -1.63 -0.82 -0.63
O -21.8647 -27.5843 10.4767 -0.05 0.40 -0.14
C -22.9417 -24.6891 10.2586 -1.11 -0.42 -0.75
C -23.9566 -26.3511 11.8244 -0.01 -0.99 0.23
C -21.9779 -26.6503 7.4990 -1.01 0.46 0.35
H -22.8618 -29.2723 7.0989 0.14 0.12 -0.06
H -23.4308 -29.5397 8.7445 0.03 -0.03 0.04
H -21.7155 -29.2085 8.4880 -0.22 -0.08 -0.48
H -24.3335 -27.1794 6.6719 0.44 -0.44 -0.03
H -25.0412 -28.1486 7.9001 0.12 -0.01 0.56
H -26.0758 -26.0114 7.7290 -0.26 -0.15 0.53
H -24.6532 -25.1979 7.5463 0.52 0.59 1.05
H -25.7872 -26.6903 10.0745 0.07 -0.14 -0.09
H -25.6317 -24.9491 9.7778 0.35 0.10 1.40
H -21.9107 -24.8635 10.5552 -0.06 0.27 0.41
H -22.9346 -24.3065 9.2345 0.08 -0.14 -0.08
H -23.5209 -23.9526 10.8183 0.61 0.16 0.39
H -23.0369 -26.5243 12.3856 0.17 0.31 -0.19
H -24.5491 -25.6281 12.3859 -0.10 0.17 -0.31
H -24.4698 -27.3211 11.8394 -0.24 0.11 0.21
H -22.3205 -25.6118 7.5229 0.45 0.16 0.29
H -22.0661 -26.8863 6.4376 0.46 -0.52 0.07
H -20.9845 -26.7630 7.9245 0.14 0.14 -0.27
H -22.2371 -28.3085 10.9951 0.29 -0.09 0.03
C -27.5920 -26.4965 18.2340 -0.10 0.46 1.24
C -26.2395 -25.6982 18.1648 -1.55 -1.12 -0.09
C -25.2482 -26.7304 17.5869 0.98 0.62 0.10
C -23.9572 -26.0454 17.1239 -0.58 0.03 -1.62
C -24.3225 -25.1053 15.9509 -0.14 -0.93 1.80
C -25.3301 -24.0331 16.4270 0.30 1.08 -1.00
N -26.4592 -24.5675 17.2286 1.38 -1.78 -1.08
O -27.3356 -23.6053 17.7555 0.23 0.13 -0.20
C -24.5582 -22.8969 17.1140 -0.42 0.13 0.73
C -25.8100 -23.4665 15.0645 -1.36 0.36 0.79
C -25.9015 -25.2861 19.6132 0.02 0.22 -0.74
H -27.9851 -27.0193 17.3630 0.66 0.12 -0.37
H -28.4202 -25.8683 18.5768 0.16 0.22 0.03
H -27.4609 -27.2231 19.0413 -0.10 -0.21 -0.13
H -24.9480 -27.5004 18.3013 -0.51 0.19 0.47
H -25.7652 -27.2840 16.8003 0.30 0.22 -0.42
H -23.2259 -26.7399 16.7051 0.03 -0.30 0.43
H -23.4833 -25.4634 17.9135 -0.02 -0.12 0.18
H -24.7392 -25.6921 15.1288 -0.17 -0.11 0.07
H -23.3922 -24.6729 15.5823 -0.25 0.51 -0.08
H -25.2130 -22.0475 17.3244 -0.06 0.04 -0.41
H -24.1997 -23.1418 18.1175 0.32 -0.38 -0.21
H -23.7319 -22.5890 16.4757 0.04 0.16 0.12
H -26.5731 -24.0998 14.6086 0.46 -0.42 -0.14
H -26.3723 -22.5353 15.1868 0.46 0.29 0.06
H -24.9499 -23.3405 14.4108 -0.11 0.18 -0.13
H -25.0578 -24.5959 19.6187 -0.02 0.03 0.17
H -25.6482 -26.1608 20.2100 -0.04 -0.02 0.01
H -26.7819 -24.7996 20.0306 0.17 0.12 0.18
H -28.1487 -23.8075 17.2748 -0.01 0.24 0.15
C -16.9262 -34.0659 10.0025 -0.72 -0.14 -0.36
C -17.5329 -32.6580 10.0955 0.56 -0.12 -0.03
C -16.6584 -31.7152 9.2369 -0.27 0.60 -0.30
C -17.3159 -30.3694 8.9284 -0.23 -0.15 0.72
C -18.6085 -30.6389 8.1978 0.39 0.08 0.15
C -19.5645 -31.5249 9.0128 -1.17 -0.56 0.01
N -18.9021 -32.7505 9.5463 1.12 0.82 -1.03
O -19.7437 -33.4380 10.4544 -0.04 0.03 -0.11
C -20.3136 -30.7372 10.1234 0.77 -0.20 -0.77
C -20.6016 -32.0330 8.0127 0.11 -0.54 -1.19
C -17.4948 -32.1811 11.5371 -0.11 1.66 1.27
H -17.5258 -34.7116 10.6472 0.53 -0.18 0.32
H -15.8599 -34.0820 10.2201 -0.09 -0.02 0.42
H -17.0500 -34.4808 8.9985 0.00 0.27 -0.12
H -15.7313 -31.4871 9.7654 0.12 -0.51 0.04
H -16.4307 -32.1926 8.2804 0.14 -0.14 0.05
H -16.6743 -29.6810 8.3760 0.12 -0.59 0.06
H -17.5307 -29.8555 9.8724 -0.02 0.05 0.00
H -18.3435 -31.0914 7.2367 -0.22 -0.34 0.04
H -19.1133 -29.7044 7.9374 -0.21 -0.09 0.18
H -21.1468 -31.3581 10.4423 0.09 0.07 0.41
H -19.6092 -30.5070 10.9214 -0.29 0.04 0.28
H -20.7096 -29.8122 9.7048 0.20 -0.10 0.29
H -20.1433 -32.7167 7.2880 0.39 -0.04 0.26
H -21.4203 -32.6273 8.4198 -0.17 0.47 0.33
H -20.9412 -31.2368 7.3440 -0.49 0.20 0.49
H -17.3228 -31.0967 11.5906 0.05 0.01 -0.32
H -16.6985 -32.5478 12.1884 0.05 -0.58 -0.40
H -18.4239 -32.2523 12.1042 -0.09 -0.67 -0.29
H -19.6935 -34.3370 10.1108 -0.27 0.00 0.07
C -26.5400 -20.5280 7.1766 -0.39 -0.73 0.40
C -27.3183 -20.9255 5.9128 0.98 -0.16 -1.83
C -26.3791 -21.6789 4.9308 1.27 -0.25 0.42
C -26.0700 -23.0997 5.3970 -0.61 0.31 -0.59
C -27.3845 -23.8844 5.3754 1.42 0.39 0.97
C -28.4356 -23.2128 6.2876 -0.13 -0.25 0.86
N -28.5252 -21.7505 6.1238 0.33 0.50 -1.71
O -29.4058 -21.1270 7.0339 0.70 -0.59 0.13
C -29.7957 -23.8051 5.9073 -0.62 0.08 -0.30
C -28.1068 -23.5438 7.7673 -0.89 0.19 0.18
C -27.6715 -19.6610 5.0891 -1.38 -0.36 0.67
H -25.6534 -21.1324 7.3868 0.22 0.11 -0.54
H -27.1245 -20.7516 8.0737 -0.07 0.74 0.00
H -26.2797 -19.4738 7.1184 0.10 -0.01 0.29
H -26.6631 -21.6422 3.8752 -0.92 -0.37 0.19
H -25.4274 -21.1415 4.8271 -0.05 0.29 0.65
H -25.6523 -23.1087 6.4069 0.09 0.11 -0.01
H -25.3476 -23.5608 4.7200 0.07 -0.07 0.12
H -27.1347 -24.8232 5.8762 -0.47 -0.35 -0.40
H -27.6203 -24.0704 4.3288 -0.67 0.13 0.11
H -29.9866 -24.8409 6.2006 0.72 -0.17 -0.09
H -30.6725 -23.3066 6.3268 0.37 0.54 0.08
H -29.8491 -23.7172 4.8213 -0.33 -0.16 -0.01
H -27.7429 -24.5635 7.8794 -0.01 0.01 0.13
H -27.4603 -22.8425 8.2978 0.38 -0.15 -0.45
H -29.0505 -23.4324 8.3100 0.03 -0.33 0.16
H -28.2639 -19.9786 4.2301 0.04 0.01 -0.03
H -26.8115 -19.1054 4.7217 0.19 -0.05 0.31
H -28.3304 -19.0306 5.6919 0.17 0.30 -0.09
H -28.9182 -21.1565 7.8777 -0.50 0.06 0.19
C -18.7743 -27.0130 6.2405 -0.35 -0.28 -0.49
C -17.4126 -27.3880 5.6293 1.80 0.94 0.84
C -17.5273 -28.6136 4.6905 -0.16 1.41 0.96
C -16.3312 -28.8021 3.7663 -1.25 0.89 0.67
C -16.1627 -27.4953 2.9731 0.53 -1.53 0.48
C -15.8271 -26.3185 3.8966 0.74 0.16 -1.10
N -16.8686 -26.2170 4.8874 -1.63 -0.39 -1.27
O -16.8195 -25.0213 5.6264 0.34 -0.21 0.47
C -14.3723 -26.4707 4.3967 0.36 0.23 0.47
C -15.8086 -25.1247 2.9364 -0.78 0.36 0.40
C -16.4607 -27.6542 6.8091 -0.05 -0.15 1.38
H -19.5256 -26.9015 5.4539 0.02 0.12 -0.06
H -18.7870 -26.1093 6.8506 0.37 0.07 -0.11
H -19.1548 -27.7858 6.9111 0.22 -0.21 -0.17
H -17.6212 -29.4188 5.4227 -0.52 -0.43 -0.52
H -18.4264 -28.3661 4.1148 -0.15 -0.69 -0.13
H -16.5996 -29.6547 3.1433 0.70 -0.12 -0.14
H -15.4890 -28.9538 4.4421 0.34 -0.47 -0.54
H -17.0568 -27.3099 2.3773 -0.08 0.14 0.10
H -15.3274 -27.6657 2.2915 -0.01 0.37 -0.16
H -13.6791 -26.6620 3.5741 -0.28 -0.52 -0.12
H -13.9270 -25.5551 4.7981 -0.60 0.16 0.32
H -14.2841 -27.2345 5.1684 0.17 -0.07 -0.14
H -15.6843 -24.1829 3.4713 0.33 -0.03 -0.10
H -15.0268 -25.2996 2.2003 0.11 0.26 0.03
H -16.7631 -25.0534 2.4085 0.00 -0.05 -0.02
H -15.5424 -28.2330 6.6831 -0.13 -0.06 -0.71
H -16.9770 -28.1626 7.6322 -0.12 0.22 -0.36
H -16.1395 -26.7087 7.2525 -0.08 0.12 -0.20
H -17.7296 -24.7060 5.6037 0.09 0.16 -0.15
C -28.7008 -30.3267 9.8168 -0.65 0.43 -0.83
C -27.4281 -31.1476 9.5901 0.06 -0.49 -0.04
C -27.7067 -32.5665 10.1318 0.31 -0.63 1.46
C -26.7990 -33.7139 9.6385 -0.03 1.02 -0.20
C -26.6281 -33.6495 8.1353 -1.39 0.47 -1.01
C -26.2293 -32.2668 7.5840 0.35 0.20 0.46
N -27.1020 -31.2347 8.1571 -1.75 -0.78 0.08
O -26.8889 -29.9607 7.5870 0.45 0.01 0.14
C -24.7426 -31.9985 7.8410 0.04 -0.29 -0.91
C -26.4350 -32.2981 6.0492 -0.87 1.25 -0.20
C -26.2929 -30.5264 10.4100 0.27 0.26 1.02
H -29.6385 -30.8740 9.6845 0.27 -0.51 0.22
H -28.8276 -29.5618 9.0447 0.45 0.36 0.32
H -28.7245 -29.8533 10.7984 0.09 0.05 0.00
H -27.5908 -32.4671 11.2217 0.65 0.00 -0.02
H -28.7366 -32.9254 10.2290 -0.31 0.47 -1.42
H -27.2871 -34.6424 9.9275 0.44 -0.20 0.16
H -25.8175 -33.5777 10.0985 0.03 -0.45 0.18
H -27.5823 -33.8217 7.6181 -0.31 -0.15 0.50
H -26.0106 -34.4190 7.6683 0.49 0.10 0.46
H -24.2793 -32.8844 7.3975 0.62 0.32 -0.01
H -24.4901 -31.1055 7.2680 0.36 -0.07 0.09
H -24.3759 -31.8732 8.8561 -0.34 -0.16 0.12
H -26.6064 -33.2828 5.6179 0.80 -0.16 0.07
H -27.3411 -31.7658 5.7317 -0.27 -0.11 0.64
H -25.7062 -31.6576 5.5494 0.51 -0.72 -0.16
H -26.5427 -30.5086 11.4776 -0.31 -0.19 -0.08
H -26.0875 -29.4715 10.2115 0.03 -0.11 -0.60
H -25.3687 -31.1032 10.3777 0.01 0.09 -0.28
H -27.7532 -29.7440 7.2215 0.12 0.04 -0.16
C -23.6797 -30.8076 17.2381 0.08 -0.79 0.22
C -23.8895 -31.3804 15.8309 -1.00 0.71 -0.37
C -24.2212 -30.1667 14.9156 -1.46 -0.46 -0.07
C -24.0462 -30.4319 13.4146 1.55 1.01 1.37
C -22.6302 -30.9611 13.1744 -1.39 -0.69 -1.72
C -22.3568 -32.2571 13.9147 -0.02 -0.94 0.19
N -22.7167 -32.0675 15.3196 0.99 1.18 0.57
O -22.3096 -33.1153 16.1742 -0.25 -0.17 -0.21
C -23.1302 -33.4316 13.2476 -0.22 -0.24 -0.35
C -20.8726 -32.6102 13.7671 0.74 -0.65 -0.18
C -25.1069 -32.3295 15.9422 0.33 -0.43 0.20
H -23.5266 -31.6272 17.9446 0.00 0.00 0.01
H -24.6250 -30.3404 17.5183 0.16 0.30 0.10
H -22.8330 -30.1309 17.3577 -0.10 0.19 -0.32
H -25.3019 -29.9962 14.9932 0.01 0.04 0.53
H -23.7965 -29.2682 15.3657 0.61 0.08 -0.66
H -24.1141 -29.4919 12.8610 -0.44 -0.03 -0.05
H -24.8287 -31.1136 13.0873 0.15 -0.10 -0.17
H -21.8416 -30.2134 13.2403 -0.08 0.08 0.56
H -22.6913 -31.2254 12.1106 0.65 -0.14 -0.08
H -22.6801 -33.6854 12.2844 -0.05 0.31 -0.11
H -23.0914 -34.3770 13.7929 0.13 0.27 0.47
H -24.1863 -33.2256 13.0591 0.01 0.16 0.11
H -20.7420 -33.2764 12.9124 -0.06 0.21 -0.18
H -20.1868 -31.7829 13.5755 -0.30 0.32 0.26
H -20.4548 -33.2069 14.5793 -0.29 0.21 0.27
H -24.8735 -32.9946 16.7772 0.01 -0.56 -0.45
H -25.2298 -32.8572 14.9966 -0.08 -0.29 0.20
H -26.0783 -31.9235 16.2325 0.21 0.68 -0.22
H -21.5641 -32.7354 16.6525 0.01 -0.09 0.00
C -26.0612 -22.2007 10.5453 0.10 -0.93 0.60
C -26.5082 -20.8366 11.0708 0.56 0.30 0.19
C -25.3811 -19.8215 10.7176 -0.38 0.08 0.75
C -25.8322 -18.3673 10.8617 0.53 0.12 -0.54
C -27.0657 -18.1090 10.0016 0.10 1.09 0.32
C -28.2234 -19.0068 10.3411 -0.17 -0.93 0.79
N -27.7075 -20.4030 10.3541 0.18 0.39 -1.02
O -28.7242 -21.3639 10.3135 -0.24 -0.11 0.41
C -28.8783 -18.6306 11.6758 -1.12 -0.23 1.45
C -29.3126 -18.9035 9.2972 0.06 0.29 -1.02
C -26.7012 -20.9835 12.5995 -0.49 -0.21 -0.44
H -25.2984 -22.6303 11.2038 0.28 0.46 -0.03
H -25.6385 -22.2023 9.5407 -0.24 0.18 -0.08
H -26.8312 -22.9725 10.6357 -0.33 0.31 -0.35
H -24.5584 -19.9626 11.4229 0.07 -0.31 -0.10
H -25.0081 -20.0429 9.7174 -0.10 0.14 -0.10
H -25.0360 -17.6991 10.5205 0.08 -0.13 -0.17
H -25.8922 -18.1085 11.9213 -0.69 -0.09 0.02
H -26.7927 -18.1464 8.9440 -0.02 -0.51 0.04
H -27.4463 -17.0869 10.1119 0.20 0.07 0.24
H -28.3032 -18.4296 12.5838 0.73 -0.23 -0.46
H -29.5940 -17.8015 11.7045 0.25 0.23 -0.88
H -29.5502 -19.4479 11.9757 0.15 -0.17 -0.04
H -30.1951 -19.5160 9.4698 0.04 0.05 0.32
H -29.6114 -17.8561 9.2218 -0.12 -0.02 0.07
H -28.9452 -19.1892 8.3071 0.09 0.10 0.15
H -27.5808 -21.6181 12.7517 -0.03 0.00 0.13
H -26.8832 -20.0474 13.1255 0.20 0.03 -0.06
H -25.8697 -21.5322 13.0362 0.12 0.25 0.08
H -29.2524 -21.2904 11.1282 0.12 -0.03 -0.03
```
Forces are in eV/Å.

***

Q: Look up the ΔE to the lowest compared entry with this formula, charge and spin of the second one.
A: 80.8 kcal/mol